# 1
13
Properties=species:S:1:pos:R:3 method="wB97M-V/def2-TZVPD" relative_energy_kj_mol=283.68
C 2.331 -0.181 -1.090
C 2.375 -0.468 0.243
O 2.762 -1.690 0.710
H 2.987 0.611 -1.455
H 1.812 -0.817 -1.805
H 1.930 0.165 1.005
H 3.474 -1.958 0.153
C -3.305 0.934 0.751
S -1.609 0.576 0.132
H -3.919 0.163 0.284
H -3.286 0.923 1.822
H -3.650 1.822 0.250
H -1.902 -0.079 -0.999

---

# 2
90
Properties=species:S:1:pos:R:3 method="wB97M-V/def2-TZVPD" total_charge=+1 energy_ev=-172579.31147
C 3.391 -4.034 0.134
C 3.352 -4.142 -1.403
C 4.214 -3.106 -2.137
C 3.484 -1.785 -2.413
C 3.605 -0.795 -1.240
C 2.894 0.506 -1.589
C 2.532 1.577 -0.491
O 1.121 1.743 -0.777
C 0.168 2.633 -0.238
C 0.037 3.982 -0.970
C 0.798 5.182 -0.460
O 1.225 5.996 -1.132
Br 0.950 5.437 1.484
C -1.215 1.811 -0.310
C -1.879 1.919 -1.694
O -0.917 1.613 -2.680
C -1.524 1.220 -3.898
O -0.829 0.450 -0.120
C -1.618 -0.521 0.561
C -0.881 -1.882 0.374
C 0.326 -1.825 -0.565
C -0.083 -1.650 -2.029
Cl 0.110 -3.169 -2.966
C -3.062 -0.633 0.075
C -3.943 -1.621 0.870
C -3.686 -1.654 2.355
O -4.377 -2.875 2.866
C -5.079 -2.784 3.960
C -6.356 -3.554 3.913
O -4.684 -2.128 4.934
P -2.454 2.565 0.873
O -3.758 2.728 0.211
O -1.925 3.978 1.363
O -2.522 1.670 2.209
C 2.851 1.080 0.947
I 4.945 1.010 1.361
C 2.163 1.964 2.029
C 0.823 1.352 2.440
I 3.250 2.255 3.858
P 3.439 3.126 -0.940
O 3.469 4.104 0.149
O 4.916 2.792 -1.451
O 2.666 3.611 -2.255
H 2.417 -3.765 0.550
H 4.083 -3.256 0.458
H 3.703 -4.966 0.600
H 3.723 -5.131 -1.675
H 2.322 -4.088 -1.762
H 5.088 -2.889 -1.518
H 4.545 -3.520 -3.089
H 2.418 -2.002 -2.542
H 3.843 -1.321 -3.334
H 3.179 -1.296 -0.373
H 4.670 -0.621 -1.105
H 3.479 0.953 -2.395
H 1.940 0.237 -2.049
H 0.285 2.896 0.807
H 0.294 3.856 -2.016
H -1.000 4.318 -0.905
H -2.715 1.219 -1.753
H -2.302 2.909 -1.877
H -0.746 1.198 -4.655
H -2.315 1.918 -4.183
H -1.955 0.218 -3.814
H -1.582 -0.314 1.630
H -1.560 -2.635 -0.028
H -0.526 -2.241 1.343
H 0.827 -2.794 -0.488
H 1.060 -1.077 -0.273
H -1.138 -1.407 -2.114
H 0.498 -0.892 -2.540
H -3.580 0.321 0.025
H -3.029 -1.009 -0.951
H -4.983 -1.362 0.674
H -3.798 -2.626 0.470
H -2.642 -1.765 2.619
H -4.134 -0.800 2.858
H -6.133 -4.620 4.033
H -6.806 -3.456 2.929
H -7.062 -3.264 4.693
H -1.255 3.964 2.063
H -3.016 2.175 2.873
H 2.447 0.080 1.094
H 2.086 2.979 1.658
H 0.339 0.881 1.586
H 0.163 2.130 2.831
H 0.958 0.619 3.233
H 4.959 2.547 -2.382
H 2.427 2.880 -2.841
Ag -5.408 -3.325 6.425

---

# 3
10
Properties=species:S:1:pos:R:3 method="wB97M-V/def2-TZVPD" relative_energy_kj_mol=53.84
C 0.283 0.813 -1.134
C 0.451 0.316 0.344
P -0.380 -1.312 1.692
Cl -2.370 -0.884 1.896
Cl -0.544 -3.028 0.546
H -0.035 0.087 -1.908
H 1.315 1.032 -1.535
H -0.387 1.716 -1.348
H 1.611 0.068 0.403
H 0.057 1.192 1.044

---

# 4
23
Properties=species:S:1:pos:R:3 method="wB97M-V/def2-TZVPD" relative_energy_kj_mol=203.24
H 2.339 -1.555 0.436
N 1.425 -1.361 -0.236
C 0.988 -0.322 0.317
O 1.936 -0.082 1.487
C -0.269 0.507 0.168
N -0.216 1.742 0.928
C -1.537 -0.314 0.504
N -1.528 -0.886 1.843
C -2.789 0.541 0.301
C -4.052 -0.287 0.150
O -5.156 0.592 0.012
H 1.488 0.570 2.042
H -0.313 0.756 -0.905
H 0.627 2.288 0.790
H -1.035 2.331 0.832
H -1.569 -1.150 -0.209
H -0.839 -1.629 1.912
H -1.285 -0.177 2.532
H -2.906 1.228 1.152
H -2.666 1.162 -0.600
H -3.966 -0.938 -0.738
H -4.182 -0.937 1.030
H -5.970 0.101 0.148

---

# 5
20
Properties=species:S:1:pos:R:3 method="wB97M-V/def2-TZVPD" total_charge=+2 relative_energy_kj_mol=0.00
C 0.070 0.770 -1.056
C 2.456 -1.278 -0.795
C -0.308 1.653 1.037
C -0.687 0.159 1.059
N 0.068 1.864 -0.349
N 3.144 -0.820 0.033
N -0.258 -0.310 -0.272
N -0.766 -1.535 -0.785
O 0.357 0.751 -2.306
O 1.631 -1.574 -1.576
H -1.136 2.311 1.315
H 0.538 1.877 1.692
H -0.153 -0.387 1.837
H -1.763 0.023 1.195
H 0.335 2.775 -0.713
H 0.641 -0.088 -2.720
H 4.030 -0.883 0.491
H -1.572 -1.440 -1.433
H -1.063 -2.149 -0.007
H 0.072 -2.000 -1.279

---

# 6
24
Properties=species:S:1:pos:R:3 method="wB97M-V/def2-TZVPD" spin_multiplicity=4 total_charge=+3 relative_energy_kj_mol=0.00 s_squared=3.752
Er 0.630 1.171 -0.314
O -0.366 1.894 -3.665
C -0.072 1.585 -2.579
C 1.664 1.453 1.888
O 2.173 1.695 2.916
C -1.210 2.423 0.596
O -2.024 3.188 0.966
C 2.839 0.563 -1.066
O 3.928 0.428 -1.477
H 1.845 4.478 -0.901
H 2.110 4.417 -0.184
N 1.326 -1.756 0.982
C 0.044 -1.769 0.549
C -0.827 -2.855 0.722
C -2.136 -2.680 0.254
C -2.621 -1.497 -0.342
C -1.717 -0.446 -0.460
N -0.412 -0.623 -0.035
H 2.006 -1.023 0.765
H 1.740 -2.570 1.379
H -0.433 -3.748 1.208
H -2.831 -3.505 0.357
H -3.660 -1.372 -0.706
H -1.995 0.550 -0.854

---

# 7
11
Properties=species:S:1:pos:R:3 method="wB97M-V/def2-TZVPD" relative_energy_kj_mol=465.34
H -2.346 1.007 0.200
N -2.291 -0.073 -0.235
C -1.052 -0.122 0.071
N -0.197 0.940 0.446
N 0.957 1.206 -0.284
C 1.746 0.160 -0.212
N 1.053 -0.945 0.462
O -0.239 -1.180 -0.237
H -0.817 1.819 0.354
H 2.787 0.275 -0.678
H 1.465 -1.783 0.136

---

# 8
38
Properties=species:S:1:pos:R:3 method="wB97M-V/def2-TZVPD" spin_multiplicity=5 total_charge=+4 relative_energy_kj_mol=423.85 s_squared=6.028
N 0.827 2.812 -0.530
C 0.335 3.867 -0.632
C 0.107 5.244 -0.280
H -0.953 5.491 -0.270
H 0.619 5.900 -0.979
H 0.531 5.402 0.728
N 2.289 -1.461 -0.712
C 3.075 -1.997 -1.390
C 4.267 -2.794 -1.269
H 5.044 -2.385 -1.938
H 4.013 -3.845 -1.506
H 4.584 -2.692 -0.200
N -2.246 -1.904 -0.533
C -3.402 -1.872 -0.627
C -4.762 -2.214 -0.273
H -4.704 -2.952 0.543
H -5.270 -2.676 -1.111
H -5.324 -1.339 0.061
Ru 0.496 -0.316 -0.761
C 0.002 -1.569 0.528
O -0.124 -2.362 1.367
C 1.436 0.639 0.546
O 2.101 1.072 1.375
C 0.577 1.279 -2.578
C -0.790 1.344 -2.278
C -1.546 0.172 -2.273
C -0.920 -1.048 -2.567
C 0.468 -1.146 -2.713
C 1.240 0.051 -2.715
H 1.187 2.164 -2.766
H -1.317 2.281 -2.058
H -2.617 0.267 -2.058
H -1.478 -1.971 -2.746
H 0.904 -2.113 -2.992
H 2.300 0.053 -2.989
O -1.618 1.055 0.467
H -2.000 0.384 1.071
H -1.164 1.680 1.071

---

# 9
74
Properties=species:S:1:pos:R:3 method="wB97M-V/def2-TZVPD" spin_multiplicity=2 total_charge=+1 energy_ev=-34591.66307 s_squared=0.756
C -13.059 23.879 17.776
O -13.405 22.496 17.678
H -12.007 23.973 17.505
H -13.659 24.445 17.064
H -13.202 24.291 18.775
H -12.999 22.033 18.415
C -18.717 23.412 12.017
C -17.806 23.920 13.087
C -16.329 23.826 12.673
O -15.457 24.061 13.811
C -15.340 22.792 14.536
N -18.200 25.301 13.149
H -18.500 22.391 11.701
H -18.718 23.956 11.072
H -19.747 23.299 12.353
H -17.939 23.361 14.013
H -16.116 24.654 11.997
H -16.026 22.865 12.257
H -15.149 21.993 13.819
H -16.261 22.615 15.091
H -14.499 22.863 15.227
H -18.042 25.798 12.284
H -17.662 25.851 13.804
C -10.399 25.608 26.862
C -11.033 24.791 25.752
C -10.885 25.358 24.297
O -11.777 24.732 23.392
C -12.166 25.473 22.254
N -10.633 23.401 25.892
H -10.976 26.533 26.845
H -9.335 25.816 26.746
H -10.630 25.216 27.853
H -12.088 24.875 26.014
H -9.932 25.509 23.789
H -11.151 26.415 24.282
H -13.096 25.996 22.476
H -12.359 24.788 21.429
H -11.415 26.245 22.085
H -11.066 23.114 25.026
H -11.217 22.900 26.545
C -14.179 26.952 12.468
C -14.804 27.428 13.734
C -13.809 27.449 14.958
O -13.070 26.227 14.982
C -11.727 26.287 15.544
N -15.442 28.671 13.630
H -13.299 27.513 12.155
H -14.808 26.782 11.594
H -13.787 25.949 12.634
H -15.611 26.758 14.030
H -14.497 27.493 15.802
H -13.239 28.378 14.967
H -11.610 26.501 16.606
H -11.123 26.868 14.847
H -11.252 25.311 15.446
H -16.048 28.619 12.823
H -15.887 29.000 14.474
C -10.160 19.940 18.343
C -11.459 19.272 18.664
C -12.265 19.644 19.934
O -12.696 20.996 19.853
C -13.617 21.414 20.912
N -12.161 19.440 17.358
H -10.095 21.024 18.252
H -9.766 19.574 17.394
H -9.347 19.582 18.974
H -11.393 18.185 18.709
H -11.574 19.462 20.757
H -13.157 19.027 20.038
H -14.567 20.903 20.753
H -13.713 22.436 20.547
H -13.258 21.403 21.941
H -13.052 19.042 17.618
H -12.336 20.417 17.174

---

# 10
9
Properties=species:S:1:pos:R:3 method="wB97M-V/def2-TZVPD" relative_energy_kj_mol=251.64
C 1.514 -0.732 -0.843
C 1.071 -1.925 -0.730
O 0.898 -3.037 -0.696
H 1.107 -0.303 -1.764
H 1.776 -0.162 0.051
O -1.072 2.152 0.682
S -2.221 0.959 0.741
H -1.549 2.945 1.001
H -1.524 0.103 1.557

---

# 11
16
Properties=species:S:1:pos:R:3 method="wB97M-V/def2-TZVPD" relative_energy_kj_mol=513.62
C 0.457 -0.750 -1.050
P 1.230 -1.744 -0.007
C 1.855 -0.230 0.945
C 0.898 0.842 0.655
C 0.307 0.644 -0.696
H 0.032 -1.182 -1.862
H 2.836 -0.024 0.457
H 2.111 -0.367 1.894
H 1.300 1.971 0.761
H 0.150 0.861 1.462
H -0.779 1.113 -0.764
H 0.794 1.226 -1.578
O -3.026 0.520 -0.683
N -3.599 -0.396 -0.171
O -2.824 -1.326 0.406
H -1.743 -1.159 0.230

---

# 12
60
Properties=species:S:1:pos:R:3 method="wB97M-V/def2-TZVPD" relative_energy_kj_mol=114.11
C 4.590 0.264 -2.501
O 3.771 -0.532 -1.680
C 3.919 -0.302 -0.301
C 3.250 1.015 0.163
C 4.248 2.117 0.508
N 2.363 0.770 1.300
C 1.042 1.108 1.271
S 0.435 1.923 -0.173
C -1.312 2.234 0.294
C -1.567 3.725 0.403
C -2.266 1.566 -0.701
O -3.270 2.123 -1.089
N -1.918 0.314 -1.045
C -2.678 -0.498 -1.971
C -1.882 -0.710 -3.262
C -2.684 -1.546 -4.253
C -3.059 -2.887 -3.632
C -3.847 -2.673 -2.344
C -3.052 -1.844 -1.334
C -3.850 -1.638 -0.050
N 0.200 0.881 2.214
C 0.632 0.291 3.367
C -0.277 0.044 4.401
C 0.162 -0.535 5.569
C 1.504 -0.878 5.736
C 2.408 -0.644 4.725
C 1.982 -0.060 3.531
C 2.923 0.183 2.446
O 4.104 -0.094 2.483
H 4.484 -0.130 -3.510
H 4.280 1.315 -2.495
H 5.640 0.199 -2.193
H 3.428 -1.153 0.177
H 4.977 -0.308 -0.012
H 2.613 1.348 -0.664
H 4.891 1.793 1.323
H 4.864 2.348 -0.356
H 3.718 3.018 0.810
H -1.413 1.742 1.268
H -0.951 4.163 1.186
H -2.616 3.888 0.636
H -1.349 4.218 -0.542
H -1.048 -0.070 -0.708
H -3.588 0.071 -2.188
H -1.637 0.261 -3.696
H -0.944 -1.220 -3.025
H -3.592 -1.006 -4.529
H -2.098 -1.703 -5.161
H -3.653 -3.471 -4.337
H -2.150 -3.452 -3.412
H -4.102 -3.638 -1.900
H -4.781 -2.154 -2.572
H -2.125 -2.379 -1.094
H -4.129 -2.597 0.381
H -3.267 -1.088 0.685
H -4.757 -1.075 -0.256
H -1.311 0.317 4.260
H -0.539 -0.724 6.368
H 1.830 -1.330 6.660
H 3.452 -0.901 4.824

---

# 13
8
Properties=species:S:1:pos:R:3 method="wB97M-V/def2-TZVPD" relative_energy_kj_mol=320.48
C -2.014 0.262 -0.272
P 1.590 -0.157 0.321
S 2.031 1.586 -0.412
Cl 2.527 -0.596 2.053
Cl 2.172 -1.730 -0.875
H -2.285 -0.718 -0.331
H -2.351 0.665 0.706
H -1.669 0.688 -1.189

---

# 14
34
Properties=species:S:1:pos:R:3 method="wB97M-V/def2-TZVPD" spin_multiplicity=5 total_charge=+1 energy_ev=-59264.10895 s_squared=6.095
O 1.859 -1.815 4.493
C 1.449 -1.714 3.410
Fe 0.996 -1.026 1.841
C 0.734 0.652 2.485
O 0.479 1.774 2.705
C 2.402 0.092 1.578
O 3.214 0.830 1.156
C 0.331 0.953 -2.707
C 1.012 -0.377 -2.777
C 1.321 -1.276 -1.803
C 0.732 -1.594 -0.544
C -0.333 -0.898 0.052
C -0.870 0.338 -0.488
C -0.416 1.199 -1.429
H -0.401 0.985 -3.535
H 1.453 -0.577 -3.763
H 2.154 -1.939 -2.080
H 1.060 -2.569 -0.134
H -0.989 -1.427 0.764
H -1.770 0.687 0.043
H -0.731 2.244 -1.320
N 1.323 1.988 -2.927
C 2.663 1.731 -2.978
C 3.569 2.723 -3.303
C 3.104 4.005 -3.656
N 3.929 4.910 -4.232
C 1.730 4.285 -3.459
C 0.875 3.256 -3.142
H 3.003 0.714 -2.760
H 4.629 2.475 -3.353
H 3.586 5.800 -4.560
H 4.887 4.674 -4.471
H 1.323 5.277 -3.615
H -0.211 3.359 -3.079

---

# 15
19
Properties=species:S:1:pos:R:3 method="wB97M-V/def2-TZVPD" spin_multiplicity=2 total_charge=-1 relative_energy_kj_mol=11.50 s_squared=0.750
C -1.402 1.344 0.054
C -1.779 0.752 -1.312
C -0.363 2.456 -0.069
H -2.281 1.746 0.554
H -0.983 0.546 0.670
H -1.226 -0.159 -1.538
H 0.029 2.761 0.905
H 0.470 2.127 -0.699
H -0.775 3.342 -0.565
H -2.847 0.535 -1.397
H -1.579 1.489 -2.097
C 1.333 -2.138 -0.028
C 2.029 -2.258 1.333
H 0.611 -2.950 -0.159
H 0.723 -1.239 -0.093
H 2.008 -2.143 -0.881
H 3.042 -1.858 1.302
H 2.102 -3.312 1.611
H 1.479 -1.737 2.117

---

# 16
13
Properties=species:S:1:pos:R:3 method="wB97M-V/def2-TZVPD" spin_multiplicity=3 relative_energy_kj_mol=160.20 s_squared=2.008
C 1.195 -1.807 0.706
C 0.301 0.241 0.420
C 1.677 0.237 -0.518
C -1.028 0.493 -0.160
N 0.350 -0.991 1.145
S 2.338 -1.415 -0.531
Cl 3.012 1.204 0.326
H 1.289 -2.884 1.105
H 0.408 1.000 1.214
H 1.589 0.685 -1.471
H -1.223 1.591 -0.477
H -1.764 0.280 0.758
H -1.060 -0.275 -0.940